Formula: C5H13O3
Source: the OMol25 dataset
Level of theory: the ωB97M-V functional and the def2-TZVPD basis

Each atom is followed by the atoms it is bonded to, with distances in Å.
Element x y z (Å)
1 O 2.03 0.05 -2.25  C5 1.362
2 O 0.81 1.11 -4.09  H13 0.962, H15 1.121
3 O -1.60 -0.87 3.60  C8 1.457, H10 0.959
4 C -0.26 -0.24 1.63  C7 1.549, C8 1.532, H11 1.096, H18 1.087
5 C 1.10 -0.32 -1.32  O1 1.362, C6 1.570, H9 1.113, H12 1.112
6 C 0.54 0.93 -0.55  C5 1.570, C7 1.515, H14 1.092, H20 1.096
7 C -0.59 0.69 0.44  C4 1.549, C6 1.515, H16 1.095, H21 1.096
8 C -1.47 -1.02 2.16  O3 1.457, C4 1.532, H17 1.088, H19 1.091
9 H 0.28 -0.90 -1.81  C5 1.113
10 H -1.37 -1.67 4.07  O3 0.959
11 H 0.44 -0.98 1.24  C4 1.096
12 H 1.54 -0.93 -0.50  C5 1.112
13 H 1.40 1.16 -4.84  O2 0.962
14 H 0.21 1.67 -1.29  C6 1.092
15 H 1.41 0.58 -3.31  O2 1.121
16 H -1.41 0.23 -0.11  C7 1.095
17 H -1.41 -2.09 1.95  C8 1.088
18 H 0.22 0.28 2.45  C4 1.087
19 H -2.40 -0.59 1.77  C8 1.091
20 H 1.47 1.28 -0.10  C6 1.096
21 H -0.94 1.64 0.87  C7 1.096

Properties
DFT total energy = -424.0165 Ha
Spin multiplicity = 1
Energy relative to the best compared isomer or geometry (same formula, charge and spin) = 0.465 eV
Total charge = -1
Frontier orbital gap = 6.5 eV
Lowest unoccupied orbital energy = 3.04 eV
Highest occupied orbital energy = -3.4 eV

Löwdin charges in e:
1 O -0.300
2 O -0.260
3 O -0.112
4 C -0.188
5 C -0.443
6 C -0.209
7 C -0.228
8 C -0.237
9 H 0.102
10 H 0.062
11 H 0.088
12 H 0.078
13 H -0.046
14 H 0.101
15 H -0.035
16 H 0.102
17 H 0.109
18 H 0.107
19 H 0.104
20 H 0.105
21 H 0.101

=====

Formula: C5H14
Source: the OMol25 dataset
Level of theory: the ωB97M-V functional and the def2-TZVPD basis

Each atom is followed by the atoms it is bonded to, with distances in Å.
Element x y z (Å)
1 C 0.64 -3.09 0.15  C2 1.473, H10 1.038, H14 1.054, H17 1.182
2 C 1.09 -1.76 0.57  C1 1.473, C3 1.522, H12 1.135, H18 1.157
3 C 0.02 -0.74 0.19  C2 1.522, H6 1.142, H9 1.086, H15 1.182
4 C -1.52 2.56 -0.65  C5 1.591, H8 1.053, H11 1.062, H19 1.133
5 C 0.05 2.54 -0.38  C4 1.591, H7 1.149, H13 1.095, H16 1.092
6 H -0.11 -0.67 -0.94  C3 1.142
7 H 0.02 1.83 0.52  C5 1.149
8 H -2.02 1.83 -0.07  C4 1.053
9 H -0.96 -0.83 0.64  C3 1.086
10 H 1.04 -3.50 -0.72  C1 1.038
11 H -1.85 2.65 -1.65  C4 1.062
12 H 2.15 -1.55 0.21  C2 1.135
13 H 0.35 3.55 -0.08  C5 1.095
14 H -0.41 -3.18 0.15  C1 1.054
15 H 0.31 0.31 0.63  C3 1.182
16 H 0.71 2.09 -1.13  C5 1.092
17 H 1.15 -3.90 0.85  C1 1.182
18 H 1.11 -1.59 1.72  C2 1.157
19 H -1.79 3.46 -0.01  C4 1.133

Properties
DFT total energy = -198.7705 Ha
Spin multiplicity = 2
Energy relative to the best compared isomer or geometry (same formula, charge and spin) = 1.689 eV
Total charge = -1
Frontier orbital gap (alpha / beta) = 2.7 / 11.0 eV
Lowest unoccupied orbital energy (alpha / beta) = 4.15 / 4.20 eV
Highest occupied orbital energy (alpha / beta) = 1.5 / -6.8 eV

Löwdin charges in e:
1 C -0.244
2 C -0.444
3 C -0.304
4 C -0.268
5 C -0.342
6 H 0.066
7 H 0.008
8 H 0.006
9 H 0.028
10 H 0.022
11 H 0.019
12 H 0.095
13 H 0.021
14 H 0.039
15 H 0.044
16 H 0.019
17 H 0.088
18 H 0.092
19 H 0.055

=====

Formula: C5H14
Source: the OMol25 dataset
Level of theory: the ωB97M-V functional and the def2-TZVPD basis

Each atom is followed by the atoms it is bonded to, with distances in Å.
Element x y z (Å)
1 C 2.35 0.47 -1.36  C3 1.538, H6 1.086, H7 1.093, H13 1.099
2 C 1.44 0.35 1.02  C3 1.531, H12 1.097, H15 1.093, H17 1.088
3 C 2.47 -0.19 0.02  C1 1.538, C2 1.531, H11 1.093, H16 1.094
4 C -2.67 -1.05 0.15  C5 1.554, H9 1.094, H10 1.091, H19 1.092
5 C -2.92 0.48 0.19  C4 1.554, H8 1.090, H14 1.092, H18 1.089
6 H 2.02 1.51 -1.35  C1 1.086
7 H 3.27 0.41 -1.95  C1 1.093
8 H -2.32 1.03 -0.53  C5 1.090
9 H -1.90 -1.37 0.86  C4 1.094
10 H -3.60 -1.58 0.34  C4 1.091
11 H 3.48 -0.06 0.42  C3 1.093
12 H 1.87 1.14 1.64  C2 1.097
13 H 1.60 -0.05 -1.97  C1 1.099
14 H -2.80 0.70 1.26  C5 1.092
15 H 1.24 -0.44 1.75  C2 1.093
16 H 2.23 -1.24 -0.16  C3 1.094
17 H 0.49 0.68 0.61  C2 1.088
18 H -3.94 0.66 -0.15  C5 1.089
19 H -2.31 -1.44 -0.80  C4 1.092

Properties
DFT total energy = -198.8190 Ha
Spin multiplicity = 2
Energy relative to the best compared isomer or geometry (same formula, charge and spin) = 0.370 eV
Total charge = -1
Frontier orbital gap (alpha / beta) = 2.6 / 12.1 eV
Lowest unoccupied orbital energy (alpha / beta) = 4.18 / 4.14 eV
Highest occupied orbital energy (alpha / beta) = 1.5 / -7.9 eV

Löwdin charges in e:
1 C -0.229
2 C -0.230
3 C -0.363
4 C -0.343
5 C -0.355
6 H 0.041
7 H 0.040
8 H 0.018
9 H 0.023
10 H 0.026
11 H 0.082
12 H 0.044
13 H 0.037
14 H 0.027
15 H 0.028
16 H 0.072
17 H 0.045
18 H 0.019
19 H 0.016

=====

Formula: C5H14
Source: the OMol25 dataset
Level of theory: the ωB97M-V functional and the def2-TZVPD basis

Each atom is followed by the atoms it is bonded to, with distances in Å.
Element x y z (Å)
1 C 1.40 0.54 0.21  C3 1.513, H17 1.103, H18 1.107, H19 1.120
2 C -0.60 -1.66 -1.69  C5 1.564, H7 1.103, H15 1.076, H16 1.121
3 C 0.30 1.57 0.17  C1 1.513, C4 1.507, H8 1.106, H12 1.109
4 C -0.35 1.66 1.53  C3 1.507, H6 1.058, H10 1.116, H14 1.118
5 C -0.77 -1.63 -0.13  C2 1.564, H9 1.093, H11 1.049, H13 1.118
6 H -1.00 0.83 1.48  C4 1.058
7 H -0.15 -0.69 -1.95  C2 1.103
8 H 0.55 2.52 -0.33  C3 1.106
9 H -0.76 -2.66 0.24  C5 1.093
10 H 0.31 1.65 2.42  C4 1.116
11 H -1.63 -1.08 0.12  C5 1.049
12 H -0.52 1.27 -0.51  C3 1.109
13 H 0.12 -1.15 0.35  C5 1.118
14 H -1.00 2.57 1.62  C4 1.118
15 H -1.41 -2.12 -2.22  C2 1.076
16 H 0.20 -2.39 -1.97  C2 1.121
17 H 1.45 -0.21 1.01  C1 1.103
18 H 2.40 0.98 0.41  C1 1.107
19 H 1.47 0.00 -0.77  C1 1.120

Properties
DFT total energy = -198.7923 Ha
Spin multiplicity = 2
Energy relative to the best compared isomer or geometry (same formula, charge and spin) = 1.096 eV
Total charge = -1
Frontier orbital gap (alpha / beta) = 2.6 / 11.4 eV
Lowest unoccupied orbital energy (alpha / beta) = 4.16 / 4.18 eV
Highest occupied orbital energy (alpha / beta) = 1.6 / -7.3 eV

Löwdin charges in e:
1 C -0.320
2 C -0.377
3 C -0.407
4 C -0.199
5 C -0.244
6 H 0.031
7 H 0.015
8 H 0.078
9 H 0.040
10 H 0.070
11 H 0.022
12 H 0.077
13 H 0.017
14 H 0.060
15 H 0.008
16 H 0.017
17 H 0.046
18 H 0.032
19 H 0.034

=====

Formula: C5H14
Source: the OMol25 dataset
Level of theory: the ωB97M-V functional and the def2-TZVPD basis

Each atom is followed by the atoms it is bonded to, with distances in Å.
Element x y z (Å)
1 C -1.71 1.28 0.68  C2 1.543, C3 1.536, H7 1.079, H8 1.088
2 C -0.38 0.88 0.02  C1 1.543, H6 1.061, H11 1.105, H19 1.091
3 C -1.87 2.72 1.18  C1 1.536, H15 1.097, H16 1.097, H18 1.094
4 C 1.89 -1.59 -0.71  C5 1.529, H10 1.093, H13 1.096, H14 1.089
5 C 1.52 -3.04 -1.00  C4 1.529, H9 1.072, H12 1.079, H17 1.094
6 H -0.19 -0.16 -0.02  C2 1.061
7 H -1.79 0.57 1.49  C1 1.079
8 H -2.63 1.07 0.14  C1 1.088
9 H 1.19 -3.56 -0.12  C5 1.072
10 H 2.31 -1.21 -1.64  C4 1.093
11 H -0.17 1.46 -0.89  C2 1.105
12 H 0.82 -3.07 -1.83  C5 1.079
13 H 2.73 -1.40 -0.03  C4 1.096
14 H 1.04 -0.94 -0.50  C4 1.089
15 H -2.80 3.20 0.84  C3 1.097
16 H -1.67 2.71 2.26  C3 1.097
17 H 2.41 -3.55 -1.38  C5 1.094
18 H -1.10 3.41 0.79  C3 1.094
19 H 0.40 1.22 0.71  C2 1.091

Properties
DFT total energy = -198.8582 Ha
Spin multiplicity = 1
Energy relative to the best compared isomer or geometry (same formula, charge and spin) = 0.842 eV
SMILES = CCC.CC
Total charge = 0
Frontier orbital gap = 12.1 eV
Lowest unoccupied orbital energy = 1.06 eV
Highest occupied orbital energy = -11.0 eV

Löwdin charges in e:
1 C -0.312
2 C -0.117
3 C -0.121
4 C -0.164
5 C -0.158
6 H 0.015
7 H 0.086
8 H 0.089
9 H 0.051
10 H 0.066
11 H 0.088
12 H 0.060
13 H 0.072
14 H 0.004
15 H 0.068
16 H 0.070
17 H 0.063
18 H 0.062
19 H 0.078

=====

Formula: C5H14
Source: the OMol25 dataset
Level of theory: the ωB97M-V functional and the def2-TZVPD basis

Each atom is followed by the atoms it is bonded to, with distances in Å.
Element x y z (Å)
1 C -0.68 -1.03 -1.14  C3 1.523, C4 1.534, H13 1.092, H14 1.086
2 C 0.13 1.31 1.77  C5 1.555, H8 1.082, H9 1.084, H15 1.091
3 C 0.55 -0.21 -1.48  C1 1.523, H6 1.087, H16 1.100, H17 1.087
4 C -1.32 -1.69 -2.37  C1 1.534, H10 1.090, H11 1.090, H12 1.100
5 C 1.17 1.49 2.91  C2 1.555, H7 1.096, H18 1.083, H19 1.086
6 H 1.05 -0.41 -2.43  C3 1.087
7 H 1.70 0.54 3.04  C5 1.096
8 H 0.45 1.64 0.80  C2 1.082
9 H -0.88 1.59 2.06  C2 1.084
10 H -0.55 -2.22 -2.94  C4 1.090
11 H -1.92 -0.99 -2.94  C4 1.090
12 H -1.95 -2.54 -2.06  C4 1.100
13 H -0.43 -1.79 -0.39  C1 1.092
14 H -1.44 -0.39 -0.68  C1 1.086
15 H -0.03 0.24 1.64  C2 1.091
16 H 0.30 0.86 -1.57  C3 1.100
17 H 1.30 -0.28 -0.70  C3 1.087
18 H 1.87 2.27 2.61  C5 1.083
19 H 0.68 1.61 3.87  C5 1.086

Properties
DFT total energy = -198.8707 Ha
Spin multiplicity = 1
Energy relative to the best compared isomer or geometry (same formula, charge and spin) = 0.501 eV
SMILES = CCC.CC
Total charge = 0
Frontier orbital gap = 12.5 eV
Lowest unoccupied orbital energy = 1.14 eV
Highest occupied orbital energy = -11.4 eV

Löwdin charges in e:
1 C -0.323
2 C -0.166
3 C -0.137
4 C -0.128
5 C -0.150
6 H 0.065
7 H 0.058
8 H 0.046
9 H 0.059
10 H 0.066
11 H 0.071
12 H 0.066
13 H 0.096
14 H 0.091
15 H 0.047
16 H 0.067
17 H 0.058
18 H 0.056
19 H 0.057

=====

Formula: C5H14
Source: the OMol25 dataset
Level of theory: the ωB97M-V functional and the def2-TZVPD basis

Each atom is followed by the atoms it is bonded to, with distances in Å.
Element x y z (Å)
1 C 0.28 0.79 -1.89  C3 1.545, H6 1.119, H7 1.127, H13 1.007
2 C -2.08 0.05 -1.33  C3 1.555, H15 1.123, H18 1.021, H19 1.131
3 C -0.60 -0.41 -1.48  C1 1.545, C2 1.555, H16 1.087, H17 1.102
4 C 1.38 -0.11 1.51  C5 1.512, H8 1.067, H9 1.032, H14 1.120
5 C 0.89 -0.35 2.92  C4 1.512, H10 1.100, H11 1.145, H12 1.079
6 H 0.18 1.69 -1.23  C1 1.119
7 H 1.34 0.44 -2.02  C1 1.127
8 H 0.96 0.80 1.16  C4 1.067
9 H 2.40 -0.11 1.40  C4 1.032
10 H 1.52 -1.03 3.52  C5 1.100
11 H 0.87 0.64 3.50  C5 1.145
12 H -0.14 -0.69 2.95  C5 1.079
13 H -0.02 1.14 -2.78  C1 1.007
14 H 1.12 -0.98 0.85  C4 1.120
15 H -2.47 0.23 -2.37  C2 1.123
16 H -0.46 -1.09 -2.32  C3 1.087
17 H -0.26 -1.05 -0.65  C3 1.102
18 H -2.21 0.87 -0.73  C2 1.021
19 H -2.70 -0.82 -0.99  C2 1.131

Properties
DFT total energy = -198.8584 Ha
Spin multiplicity = 1
Energy relative to the best compared isomer or geometry (same formula, charge and spin) = 0.836 eV
SMILES = CCC.CC
Total charge = 0
Frontier orbital gap = 12.2 eV
Lowest unoccupied orbital energy = 1.14 eV
Highest occupied orbital energy = -11.1 eV

Löwdin charges in e:
1 C -0.129
2 C -0.110
3 C -0.305
4 C -0.174
5 C -0.172
6 H 0.081
7 H 0.090
8 H 0.054
9 H 0.035
10 H 0.064
11 H 0.085
12 H 0.051
13 H 0.013
14 H 0.067
15 H 0.083
16 H 0.089
17 H 0.070
18 H 0.024
19 H 0.083

=====

Formula: C5H14
Source: the OMol25 dataset
Level of theory: the ωB97M-V functional and the def2-TZVPD basis

Each atom is followed by the atoms it is bonded to, with distances in Å.
Element x y z (Å)
1 C -1.27 0.38 1.78  C5 1.539, H9 1.108, H14 1.126, H15 1.046
2 C 1.96 -0.10 0.04  C4 1.482, H11 1.098, H18 1.202, H19 1.086
3 C 0.35 -0.32 -1.78  C4 1.521, H7 1.011, H12 1.001, H13 1.165
4 C 1.66 0.32 -1.35  C2 1.482, C3 1.521, H8 1.126, H16 1.139
5 C -2.54 -0.26 1.20  C1 1.539, H6 1.129, H10 1.131, H17 1.057
6 H -3.35 0.52 1.23  C5 1.129
7 H -0.28 0.34 -2.22  C3 1.011
8 H 1.61 1.42 -1.56  C4 1.126
9 H -1.41 0.41 2.88  C1 1.108
10 H -2.66 -1.30 1.63  C5 1.131
11 H 1.88 -1.18 0.22  C2 1.098
12 H 0.00 -0.87 -1.02  C3 1.001
13 H 0.45 -0.99 -2.72  C3 1.165
14 H -1.08 1.42 1.37  C1 1.126
15 H -0.45 -0.24 1.61  C1 1.046
16 H 2.53 -0.15 -1.92  C4 1.139
17 H -2.40 -0.32 0.15  C5 1.057
18 H 1.23 0.39 0.87  C2 1.202
19 H 2.94 0.37 0.16  C2 1.086

Properties
DFT total energy = -198.8308 Ha
Spin multiplicity = 1
Energy relative to the best compared isomer or geometry (same formula, charge and spin) = 1.589 eV
SMILES = CCC.CC
Total charge = 0
Frontier orbital gap = 11.9 eV
Lowest unoccupied orbital energy = 1.15 eV
Highest occupied orbital energy = -10.7 eV

Löwdin charges in e:
1 C -0.188
2 C -0.160
3 C -0.117
4 C -0.337
5 C -0.168
6 H 0.082
7 H 0.025
8 H 0.119
9 H 0.069
10 H 0.089
11 H 0.083
12 H 0.010
13 H 0.111
14 H 0.089
15 H 0.001
16 H 0.117
17 H 0.020
18 H 0.093
19 H 0.063

=====

Formula: C5H14
Source: the OMol25 dataset
Level of theory: the ωB97M-V functional and the def2-TZVPD basis

Each atom is followed by the atoms it is bonded to, with distances in Å.
Element x y z (Å)
1 C 2.34 1.27 1.51  C3 1.538, H10 1.097, H15 1.085, H16 1.101
2 C -1.39 0.01 -0.82  C4 1.547, C5 1.504, H12 1.113, H17 1.090
3 C 1.26 0.18 1.39  C1 1.538, H6 1.094, H7 1.100, H14 1.094
4 C -0.41 -0.24 -1.99  C2 1.547, H8 1.114, H9 1.075, H13 1.076
5 C -2.18 -1.18 -0.36  C2 1.504, H11 1.084, H18 1.100, H19 1.118
6 H 0.84 -0.03 0.40  C3 1.094
7 H 1.80 -0.70 1.77  C3 1.100
8 H 0.42 -0.73 -1.42  C4 1.114
9 H -0.56 -1.13 -2.58  C4 1.075
10 H 2.85 1.23 2.48  C1 1.097
11 H -1.58 -2.06 -0.15  C5 1.084
12 H -0.76 0.47 -0.02  C2 1.113
13 H -0.10 0.65 -2.51  C4 1.076
14 H 0.32 0.45 1.88  C3 1.094
15 H 3.13 1.23 0.76  C1 1.085
16 H 1.80 2.21 1.34  C1 1.101
17 H -2.01 0.87 -1.09  C2 1.090
18 H -2.81 -1.04 0.54  C5 1.100
19 H -2.95 -1.47 -1.12  C5 1.118

Properties
DFT total energy = -198.8538 Ha
Spin multiplicity = 1
Energy relative to the best compared isomer or geometry (same formula, charge and spin) = 0.961 eV
SMILES = CCC.CC
Total charge = 0
Frontier orbital gap = 12.0 eV
Lowest unoccupied orbital energy = 1.13 eV
Highest occupied orbital energy = -10.9 eV

Löwdin charges in e:
1 C -0.161
2 C -0.335
3 C -0.167
4 C -0.108
5 C -0.126
6 H 0.011
7 H 0.072
8 H 0.061
9 H 0.060
10 H 0.064
11 H 0.067
12 H 0.060
13 H 0.067
14 H 0.067
15 H 0.056
16 H 0.064
17 H 0.095
18 H 0.070
19 H 0.083

=====

Formula: C5H14
Source: the OMol25 dataset
Level of theory: the ωB97M-V functional and the def2-TZVPD basis

Each atom is followed by the atoms it is bonded to, with distances in Å.
Element x y z (Å)
1 C -1.38 -0.79 0.96  C2 1.483, H8 1.121, H10 1.072, H19 1.080
2 C -1.43 0.60 0.43  C1 1.483, C5 1.470, H12 1.117, H15 1.110
3 C 1.79 -0.68 -0.46  C4 1.558, H7 1.095, H9 1.107, H11 1.105
4 C 3.08 0.15 -0.16  C3 1.558, H6 0.970, H13 1.036, H18 1.150
5 C -2.38 0.76 -0.68  C2 1.470, H14 1.079, H16 1.090, H17 1.124
6 H 3.92 -0.32 -0.11  C4 0.970
7 H 1.88 -1.52 -1.15  C3 1.095
8 H -2.18 -0.94 1.73  C1 1.121
9 H 1.55 -1.07 0.54  C3 1.107
10 H -0.49 -0.92 1.55  C1 1.072
11 H 1.04 -0.07 -1.00  C3 1.105
12 H -0.37 0.92 0.31  C2 1.117
13 H 3.11 0.67 0.73  C4 1.036
14 H -2.40 1.81 -0.95  C5 1.079
15 H -1.82 1.25 1.24  C2 1.110
16 H -2.15 0.45 -1.70  C5 1.090
17 H -3.42 0.41 -0.43  C5 1.124
18 H 3.17 0.86 -1.06  C4 1.150
19 H -1.53 -1.56 0.22  C1 1.080

Properties
DFT total energy = -198.8384 Ha
Spin multiplicity = 1
Energy relative to the best compared isomer or geometry (same formula, charge and spin) = 1.382 eV
SMILES = CCC.CC
Total charge = 0
Frontier orbital gap = 12.0 eV
Lowest unoccupied orbital energy = 1.12 eV
Highest occupied orbital energy = -10.8 eV

Löwdin charges in e:
1 C -0.151
2 C -0.368
3 C -0.148
4 C -0.139
5 C -0.148
6 H -0.012
7 H 0.064
8 H 0.087
9 H 0.060
10 H 0.047
11 H 0.057
12 H 0.096
13 H 0.039
14 H 0.061
15 H 0.113
16 H 0.069
17 H 0.099
18 H 0.098
19 H 0.075